The following is a DFT calculation (ωB97M-V/def2-TZVPD) of the ion C2H5O3S with charge -1 at a distorted geometry.

Gap between HOMO and LUMO in eV: 6.46
Net charge: -1
Total energy in eV: -19131.4980
Relative energy (zero: lowest compared OMol25 entry of this formula, charge and spin) in kcal per mole: 49.9
Lowest unoccupied orbital energy in eV: 3.63

Positions of all 11 atoms, in Å:
C: 1.04 0.29 0.60
C: 0.14 0.96 -0.44
O: -1.77 -0.63 1.19
O: 0.02 2.24 -0.45
O: -0.61 -1.36 -1.09
S: -1.67 -0.22 -0.23
H: 0.42 0.22 1.56
H: 1.17 -0.68 0.47
H: 1.94 0.91 0.82
H: 0.38 0.57 -1.57
H: -1.05 -2.29 -0.87

The following is a DFT calculation (ωB97M-V/def2-TZVPD) of a structure of composition C4H7ClFN2 at a distorted geometry.

Gap between HOMO and LUMO in eV: 7.59
Net charge: -1
Total energy in eV: -22482.7515
Relative energy (zero: lowest compared OMol25 entry of this formula, charge and spin) in kcal per mole: 0.0
Lowest unoccupied orbital energy in eV: 3.36

Positions of all 15 atoms, in Å:
C: 0.10 -0.74 0.36
H: -0.09 1.22 1.18
Cl: -0.63 -2.00 -2.33
C: -0.50 0.66 0.27
H: -0.58 -1.58 0.23
C: 1.59 -0.76 0.13
H: 1.86 -0.36 -0.86
H: 2.08 -0.06 0.82
H: 1.98 -1.77 0.27
C: -1.96 0.63 0.47
N: -3.11 0.66 0.61
N: -0.08 1.40 -0.89
H: 0.13 2.37 -0.66
H: -0.81 1.41 -1.62
F: 0.00 -1.07 2.03

The following is a DFT calculation (ωB97M-V/def2-TZVPD) of a cluster of 10 separate species, C56H60BIN12O7PS in total at a distorted geometry.

Gap between HOMO and LUMO in eV: 4.86
Net charge: +1
Total energy in eV: -120136.2628
Lowest unoccupied orbital energy in eV: -5.55

Positions of all 139 atoms, in Å:
C: -2.14 -0.50 -4.81
C: -1.17 -1.81 -5.20
C: -1.15 -2.87 -3.94
O: -2.13 -2.73 -3.02
O: -0.17 -3.93 -3.70
C: 1.22 -3.49 -3.90
C: 1.89 -2.71 -2.62
O: 1.16 -1.52 -2.16
C: 1.55 -1.11 -0.80
O: 0.60 -1.19 0.18
C: 3.07 -0.55 -0.57
C: 3.63 0.52 -1.73
O: 2.82 0.93 -2.89
N: 2.16 2.05 -2.53
O: 1.01 1.73 -2.23
C: 5.15 1.12 -1.60
N: 6.07 0.70 -0.44
I: 7.98 1.55 -0.48
C: 5.62 -0.30 0.64
P: 6.89 -0.79 2.01
S: 7.78 -2.43 1.33
C: 4.09 -0.97 0.65
B: 3.58 -2.02 1.81
N: 2.96 -3.39 1.58
O: 3.70 -1.56 3.24
H: -3.22 -0.92 -4.62
H: -2.10 0.28 -5.69
H: -1.70 0.04 -3.86
H: -1.48 -2.31 -6.21
H: -0.09 -1.35 -5.37
H: 1.86 -4.48 -4.04
H: 1.39 -2.88 -4.91
H: 2.14 -3.49 -1.77
H: 2.95 -2.32 -3.00
H: 5.49 1.89 -2.44
H: 6.28 -1.17 3.26
H: 7.87 0.22 2.29
H: 1.92 -3.26 1.58
H: 3.16 -3.96 2.44
H: 4.30 -2.22 3.74
N: 4.36 -4.63 4.38
C: 5.67 -4.84 4.13
C: 6.39 -5.91 4.63
C: 5.73 -6.83 5.44
C: 4.38 -6.65 5.72
C: 3.74 -5.54 5.17
H: 6.14 -4.09 3.50
H: 7.44 -6.03 4.39
H: 6.26 -7.68 5.85
H: 3.83 -7.34 6.34
H: 2.69 -5.36 5.36
N: 10.94 3.71 0.49
C: 11.00 4.44 -0.64
C: 11.36 5.78 -0.67
C: 11.66 6.41 0.53
C: 11.60 5.68 1.72
C: 11.24 4.35 1.65
H: 10.76 3.90 -1.55
H: 11.40 6.32 -1.61
H: 11.94 7.46 0.55
H: 11.82 6.14 2.67
H: 11.18 3.73 2.54
N: 1.71 -8.19 4.53
C: 0.72 -8.73 5.27
C: -0.62 -8.64 4.95
C: -0.98 -7.95 3.80
C: 0.02 -7.37 3.02
C: 1.34 -7.52 3.42
H: 1.05 -9.26 6.16
H: -1.37 -9.10 5.58
H: -2.02 -7.85 3.52
H: -0.23 -6.82 2.11
H: 2.15 -7.09 2.84
N: -3.49 2.40 -4.50
C: -4.60 2.94 -5.05
C: -4.81 4.30 -5.19
C: -3.83 5.17 -4.74
C: -2.67 4.65 -4.16
C: -2.55 3.27 -4.07
H: -5.34 2.22 -5.39
H: -5.72 4.67 -5.65
H: -3.96 6.24 -4.83
H: -1.88 5.30 -3.80
H: -1.66 2.82 -3.63
N: -7.61 0.60 -5.52
C: -8.04 -0.65 -5.81
C: -9.11 -1.27 -5.18
C: -9.78 -0.56 -4.18
C: -9.36 0.73 -3.86
C: -8.29 1.26 -4.55
H: -7.48 -1.16 -6.59
H: -9.41 -2.27 -5.45
H: -10.62 -1.01 -3.67
H: -9.87 1.31 -3.10
H: -7.93 2.26 -4.34
N: -3.49 7.92 -6.34
C: -4.60 8.46 -6.90
C: -4.81 9.82 -7.04
C: -3.82 10.69 -6.58
C: -2.67 10.17 -6.01
C: -2.55 8.79 -5.91
H: -5.34 7.74 -7.23
H: -5.72 10.19 -7.49
H: -3.96 11.76 -6.68
H: -1.88 10.82 -5.64
H: -1.66 8.34 -5.48
N: 1.95 -6.33 8.10
C: 0.63 -6.41 8.39
C: 0.05 -5.86 9.52
C: 0.88 -5.20 10.43
C: 2.24 -5.11 10.17
C: 2.72 -5.68 9.00
H: 0.03 -6.94 7.65
H: -1.01 -5.95 9.70
H: 0.46 -4.76 11.33
H: 2.91 -4.60 10.85
H: 3.78 -5.63 8.75
N: 2.81 1.89 6.17
C: 2.71 1.24 4.99
C: 1.80 0.22 4.75
C: 0.95 -0.15 5.78
C: 1.03 0.50 7.00
C: 1.97 1.51 7.15
H: 3.40 1.57 4.22
H: 1.77 -0.27 3.78
H: 0.22 -0.95 5.63
H: 0.38 0.23 7.83
H: 2.07 2.05 8.08
N: -11.71 3.33 -3.43
C: -12.73 3.91 -2.77
C: -13.14 5.22 -2.98
C: -12.44 5.98 -3.91
C: -11.38 5.41 -4.60
C: -11.05 4.09 -4.33
H: -13.24 3.27 -2.05
H: -13.97 5.63 -2.42
H: -12.73 7.01 -4.10
H: -10.82 5.98 -5.34
H: -10.24 3.60 -4.85

The following is a DFT calculation (ωB97M-V/def2-TZVPD) of a structure of composition C2H3NOS2 at a distorted geometry.

Gap between HOMO and LUMO in eV: 7.66
Total energy in eV: -27326.1334
Relative energy (zero: lowest compared OMol25 entry of this formula, charge and spin) in kcal per mole: 107.1
Lowest unoccupied orbital energy in eV: -1.08

Positions of all 9 atoms, in Å:
C: 0.00 -0.65 0.13
C: 1.33 -0.10 0.00
H: -2.82 0.36 -0.79
H: -0.07 -1.81 0.60
H: 0.39 2.05 0.49
N: -1.01 0.16 -0.10
O: -2.18 -0.50 -0.11
S: 1.62 1.50 -0.08
S: 2.73 -1.02 -0.14

Which value of total energy does entry 4 give?
-27326.1334 eV

Which of these has the lowest gap between HOMO and LUMO?
C56H60BIN12O7PS